{"formula": "C4H6O2", "method": "ωB97M-V with the def2-TZVPD basis set", "symbols": ["O", "C", "C", "C", "O", "C", "H", "H", "H", "H", "H", "H"], "xyz": [[0.128, 1.659, -1.994], [0.024, 0.926, -1.049], [0.226, 1.102, 0.455], [-0.238, -0.358, 0.646], [0.781, -1.124, 1.241], [-0.397, -0.536, -0.891], [1.272, 1.247, 0.743], [-0.390, 1.881, 0.913], [-1.185, -0.450, 1.195], [0.511, -2.051, 1.222], [-1.401, -0.758, -1.266], [0.320, -1.242, -1.325]], "nbo_charge": [-0.5081, 0.6183, -0.5475, 0.0991, -0.7078, -0.5628, 0.2534, 0.2393, 0.1656, 0.4707, 0.2370, 0.2427], "homo_ev": -9.626, "energy_ha": -306.4592, "gap_ha": 0.381, "smiles": "O=C1CC(O)C1", "molar_mass_g_mol": 86.090, "spin_multiplicity": 1}

---

{"formula": "C20H23MnN4O4S2", "method": "ωB97M-V with the def2-TZVPD basis set", "symbols": ["Mn", "C", "C", "N", "N", "C", "S", "S", "C", "C", "C", "C", "C", "C", "C", "C", "C", "C", "C", "C", "C", "O", "H", "H", "H", "H", "H", "H", "H", "H", "H", "H", "H", "H", "H", "H", "C", "C", "N", "O", "C", "C", "N", "O", "H", "H", "H", "H", "H", "H", "H", "O", "H", "H"], "xyz": [[2.140, -0.317, 0.365], [-0.228, 1.204, -2.970], [-0.548, 0.971, -1.515], [-0.754, -0.236, -1.143], [-1.345, -0.362, 0.106], [-0.851, -1.171, 0.957], [0.686, -1.968, 1.045], [-1.912, -1.552, 2.345], [-3.557, -1.308, 1.617], [-4.053, 0.113, 1.555], [-4.332, 0.812, 2.725], [-4.799, 2.117, 2.680], [-4.998, 2.743, 1.458], [-4.723, 2.054, 0.286], [-4.253, 0.750, 0.336], [-0.603, 2.156, -0.635], [-1.480, 3.201, -0.909], [-1.510, 4.352, -0.141], [-0.608, 4.461, 0.917], [0.281, 3.447, 1.202], [0.313, 2.248, 0.449], [1.157, 1.318, 0.755], [-0.126, 0.255, -3.498], [0.668, 1.816, -3.098], [-1.044, 1.765, -3.435], [-4.217, -1.896, 2.260], [-3.554, -1.760, 0.626], [-4.155, 0.334, 3.682], [-5.001, 2.649, 3.602], [-5.349, 3.767, 1.420], [-4.860, 2.538, -0.673], [-4.003, 0.227, -0.578], [-2.178, 3.092, -1.734], [-2.217, 5.142, -0.357], [-0.601, 5.358, 1.528], [0.976, 3.527, 2.029], [4.789, -4.650, -1.385], [4.036, -3.384, -1.112], [3.178, -2.878, -1.914], [2.996, -3.653, -3.077], [4.291, -2.655, 0.163], [5.128, -3.193, 1.275], [3.700, -1.522, 0.281], [3.843, -0.826, 1.398], [4.782, -4.891, -2.443], [4.331, -5.480, -0.841], [5.818, -4.554, -1.041], [2.150, -3.328, -3.400], [5.513, -4.188, 1.067], [4.516, -3.224, 2.180], [5.962, -2.524, 1.496], [2.430, -0.027, -1.805], [1.556, 0.112, -2.191], [2.619, -0.983, -1.912]], "mulliken_spin": [0.9928, 0.0014, -0.0018, 0.0044, 0.0051, -0.0006, -0.0021, -0.0027, -0.0008, -0.0001, 0.0002, 0.0000, -0.0002, 0.0002, 0.0004, 0.0028, 0.0018, -0.0014, 0.0013, -0.0018, 0.0015, -0.0005, 0.0007, -0.0009, 0.0000, -0.0001, 0.0001, 0.0002, 0.0000, 0.0000, 0.0000, -0.0001, 0.0003, 0.0000, 0.0000, -0.0001, -0.0001, 0.0003, 0.0021, -0.0002, 0.0012, -0.0014, -0.0257, 0.0128, 0.0000, -0.0001, 0.0000, 0.0000, 0.0002, -0.0004, 0.0011, 0.0169, -0.0006, -0.0057], "homo_ev": [-4.194, -3.982], "charge": -1, "energy_ha": -3243.2127, "gap_ha": [0.252, 0.244], "molar_mass_g_mol": 502.500, "spin_multiplicity": 2}

---

{"formula": "H16HeKrNeO8", "method": "ωB97M-V with the def2-TZVPD basis set", "symbols": ["He", "Ne", "Kr", "O", "H", "H", "O", "H", "H", "O", "H", "H", "O", "H", "H", "O", "H", "H", "O", "H", "H", "O", "H", "H", "O", "H", "H"], "xyz": [[-1.545, 1.918, 0.023], [-1.648, 0.893, 2.117], [0.425, -0.343, -0.328], [-3.318, -1.212, 0.365], [-3.763, -2.015, 0.096], [-3.982, -0.718, 0.845], [-1.843, -2.238, 2.260], [-2.355, -2.425, 3.047], [-2.443, -1.756, 1.692], [0.689, -1.641, 3.648], [1.201, -2.344, 3.248], [-0.160, -1.682, 3.208], [0.631, 2.941, 1.834], [0.689, 2.196, 2.431], [1.170, 3.619, 2.242], [-1.440, -0.400, -3.391], [-1.233, -1.188, -2.888], [-1.794, -0.728, -4.217], [3.386, 1.405, 0.779], [3.437, 0.467, 0.595], [2.481, 1.546, 1.056], [3.463, 0.274, -2.619], [2.647, 0.237, -3.117], [3.435, -0.499, -2.054], [0.915, 0.999, -3.738], [0.960, 1.924, -3.497], [-0.008, 0.768, -3.635]], "nbo_charge": [0.0006, -0.0001, -0.0003, -0.9241, 0.4824, 0.4808, -0.9792, 0.4648, 0.4855, -0.9637, 0.4639, 0.4898, -0.9430, 0.4711, 0.4744, -0.9456, 0.4823, 0.4788, -0.9348, 0.4616, 0.4706, -0.9518, 0.4907, 0.4524, -0.9771, 0.4741, 0.4958], "homo_ev": -10.471, "energy_ha": -3496.9542, "gap_ha": 0.382, "molar_mass_g_mol": 252.103, "spin_multiplicity": 1}

---

{"formula": "C35H31N2O3", "method": "ωB97M-V with the def2-TZVPD basis set", "symbols": ["C", "C", "C", "C", "C", "C", "N", "O", "O", "C", "C", "H", "H", "H", "H", "H", "H", "H", "H", "C", "N", "C", "C", "C", "C", "C", "C", "C", "C", "C", "C", "C", "C", "C", "C", "C", "C", "O", "C", "C", "C", "C", "C", "C", "C", "C", "C", "C", "H", "H", "H", "H", "H", "H", "H", "H", "H", "H", "H", "H", "H", "H", "H", "H", "H", "H", "H", "H", "H", "H", "H"], "xyz": [[2.294, -6.884, 2.863], [1.484, -5.730, 2.342], [1.173, -5.685, 0.978], [0.447, -4.644, 0.414], [-0.124, -3.632, 1.245], [-1.103, -2.686, 0.798], [-1.275, -2.434, -0.541], [-2.365, -1.912, -0.958], [-0.341, -2.708, -1.346], [0.225, -3.663, 2.626], [1.021, -4.678, 3.150], [2.386, -6.862, 3.953], [1.848, -7.848, 2.576], [3.300, -6.861, 2.423], [1.503, -6.499, 0.335], [0.302, -4.616, -0.663], [-1.920, -2.400, 1.472], [-0.176, -2.855, 3.247], [1.263, -4.667, 4.210], [5.189, 1.437, 3.991], [4.658, 1.574, 2.651], [5.520, 2.297, 1.730], [3.354, 1.233, 2.340], [2.513, 2.148, 1.653], [1.221, 1.797, 1.327], [0.766, 0.445, 1.450], [-0.475, 0.012, 0.887], [-1.084, 0.629, -0.248], [-2.481, 0.452, -0.519], [-3.110, 0.913, -1.652], [-4.538, 0.655, -1.869], [-5.399, 0.418, -0.769], [-6.759, 0.174, -0.957], [-7.295, 0.093, -2.252], [-6.442, 0.273, -3.348], [-5.100, 0.584, -3.154], [-2.276, 1.543, -2.706], [-2.620, 1.592, -3.901], [-0.972, 2.080, -2.245], [-0.302, 3.169, -2.968], [0.625, 3.988, -2.274], [1.268, 5.053, -2.903], [1.081, 5.285, -4.274], [0.189, 4.464, -4.979], [-0.523, 3.457, -4.329], [-0.377, 1.477, -1.153], [1.590, -0.437, 2.213], [2.816, -0.035, 2.703], [4.431, 0.988, 4.642], [6.088, 0.804, 3.984], [5.467, 2.428, 4.393], [5.123, 2.217, 0.711], [5.606, 3.365, 1.999], [6.525, 1.844, 1.758], [2.892, 3.144, 1.418], [0.545, 2.565, 0.943], [-1.083, -0.658, 1.498], [-3.068, -0.007, 0.272], [-4.983, 0.445, 0.239], [-7.394, 0.043, -0.081], [-8.357, -0.116, -2.400], [-6.814, 0.175, -4.367], [-4.462, 0.774, -4.011], [0.805, 3.781, -1.215], [1.925, 5.691, -2.312], [1.626, 6.082, -4.784], [0.044, 4.602, -6.049], [-1.252, 2.867, -4.879], [0.690, 1.635, -0.987], [1.232, -1.456, 2.370], [3.431, -0.720, 3.291]], "mulliken_charge": [-1.4208, 0.9922, -0.5158, -0.9100, 0.7503, -0.7916, 1.1186, -0.7208, -0.7879, -0.5400, -0.7332, 0.3308, 0.3399, 0.2859, 0.3231, 0.4621, 0.5611, 0.2989, 0.2605, -1.0967, 0.1292, -1.1519, 0.3453, -0.1690, -0.9438, -0.7594, 0.1144, 0.2831, -0.8110, 0.9481, 0.3470, -0.3332, -0.6929, -0.3368, -0.6689, -0.2811, 0.9251, -0.8162, -0.2770, 0.2540, -0.2950, -0.6891, -0.3407, -0.6412, -0.3265, -1.3062, -0.6659, -0.4428, 0.3556, 0.3060, 0.3027, 0.3802, 0.3318, 0.3407, 0.4366, 0.8376, 0.6988, -0.1699, 0.3472, 0.3375, 0.3479, 0.3574, 0.4515, 0.2754, 0.3587, 0.3518, 0.3627, 0.4620, 1.2450, 0.2014, 0.4772], "homo_ev": -3.777, "charge": -1, "energy_ha": -1687.4453, "gap_ha": 0.201, "molar_mass_g_mol": 527.644, "spin_multiplicity": 1}